Record 1
Computed, not measured: C4H7N3 in the gas phase, with ωB97M-V with the def2-TZVPD basis set.

* energy relative to the best compared isomer or geometry (same formula, charge and spin): 11.4 kcal/mol
* strongest force on any atom: 1.08 eV Å⁻¹
* lowest unoccupied orbital energy: 0.0294 Eh
* charge: 0
* gap between HOMO and LUMO: 10.29 eV
* HOMO level: -9.5 eV

Geometry as XYZ:
```
14
Properties=species:S:1:pos:R:3:lowdin_charge:R:1
H -2.2970 1.0014 -2.3590 0.05
N -1.7595 1.3917 -1.5891 0.12
C -1.1714 0.4771 -0.9165 -0.47
C -1.2556 -0.9421 -1.2757 -0.15
N -1.3416 -2.0473 -1.6050 0.17
N -0.3917 0.7434 0.1672 0.02
C 0.2757 -0.2373 1.0069 -0.25
C 1.7974 -0.2027 0.8796 -0.09
H -0.3074 1.7280 0.3753 0.14
H -0.0275 -0.0910 2.0528 0.12
H -0.1051 -1.2205 0.7142 0.10
H 2.2219 0.7184 1.2953 0.07
H 2.1136 -0.2778 -0.1666 0.08
H 2.2481 -1.0414 1.4209 0.07
```


Record 2
Computed, not measured: C4H7N3 as an isolated structure, with ωB97M-V with the def2-TZVPD basis set.

* energy relative to the best compared isomer or geometry (same formula, charge and spin): 69.6 kcal/mol
* strongest force on any atom: 0.27 eV Å⁻¹
* lowest unoccupied orbital energy: 0.0319 Eh
* charge: 0
* gap between HOMO and LUMO: 8.50 eV
* HOMO level: -7.6 eV

Geometry as XYZ:
```
14
Properties=species:S:1:pos:R:3:lowdin_charge:R:1
N 0.8324 0.9952 -2.0377 0.13
C 0.3175 0.4262 -0.8947 -0.39
C 0.4374 0.8939 0.4100 0.01
C -0.1932 -0.1012 1.1881 -0.43
N -0.1956 -0.6449 2.3943 0.05
C -0.9128 -1.0459 0.3452 -0.18
N -0.3773 -0.7392 -0.9765 0.04
H 1.5105 1.7253 -1.8789 0.10
H 1.1325 0.3445 -2.7487 0.10
H 1.1023 1.6847 0.7265 0.10
H -0.7222 -1.6505 1.6998 0.18
H -0.0617 -0.0841 3.2316 0.07
H -1.9905 -0.8401 0.3616 0.10
H -0.8792 -0.9638 -1.8207 0.13
```


Record 3
Computed, not measured: C4H7N3 in the gas phase, with ωB97M-V with the def2-TZVPD basis set.

* energy relative to the best compared isomer or geometry (same formula, charge and spin): 44.7 kcal/mol
* strongest force on any atom: 0.42 eV Å⁻¹
* lowest unoccupied orbital energy: 0.0283 Eh
* charge: 0
* gap between HOMO and LUMO: 9.16 eV
* HOMO level: -8.4 eV

Geometry as XYZ:
```
14
Properties=species:S:1:pos:R:3:lowdin_charge:R:1
C -2.1641 0.8417 0.3304 -0.10
C -1.0511 0.3002 -0.5076 -0.11
C 0.1883 0.0940 -0.0675 -0.30
C 1.2406 -0.7929 -0.6760 -0.14
N 2.3447 -0.4571 0.1977 -0.05
N 1.8842 0.1439 1.3255 -0.02
N 0.6862 0.4978 1.2115 0.04
H -2.9808 0.1080 0.3506 0.08
H -1.8152 1.0050 1.3519 0.06
H -2.5743 1.7767 -0.0631 0.07
H -1.2847 -0.0418 -1.5160 0.11
H 0.8752 -1.8169 -0.5240 0.12
H 1.4806 -0.6375 -1.7296 0.12
H 3.1705 -1.0210 0.3163 0.12
```


Record 4
Computed, not measured: a 2-piece molecular cluster, C4H7N3 overall, with ωB97M-V with the def2-TZVPD basis set.

* energy relative to the best compared isomer or geometry (same formula, charge and spin): 102.9 kcal/mol
* strongest force on any atom: 0.95 eV Å⁻¹
* lowest unoccupied orbital energy (alpha / beta): 0.0175 / 0.0175 Eh
* charge: 0
* gap between HOMO and LUMO (alpha / beta): 7.66 / 7.66 eV
* HOMO level (alpha / beta): -7.2 / -7.2 eV

Geometry as XYZ:
```
14
Properties=species:S:1:pos:R:3:lowdin_charge:R:1
C 0.1107 -1.6291 0.4024 -0.05
C 1.4941 -0.0915 -0.8336 -0.05
N 0.6146 -0.2783 0.1398 -0.21
C -1.1004 0.7159 -0.1939 -0.29
N -1.1426 0.9861 -1.4186 0.11
C -1.8128 1.2511 0.9211 -0.23
N -2.1764 1.5949 1.9731 0.12
H -0.7065 -1.5806 1.1181 0.09
H 0.9136 -2.2469 0.8062 0.09
H -0.2480 -2.0586 -0.5343 0.10
H 1.3798 -0.6809 -1.7312 0.06
H 2.0115 0.8565 -0.8625 0.06
H 0.7466 0.2831 0.9755 0.15
H -1.8967 1.6339 -1.6616 0.06
```


Record 5
Computed, not measured: C4H7N3 in the gas phase, with ωB97M-V with the def2-TZVPD basis set.

* energy relative to the best compared isomer or geometry (same formula, charge and spin): 11.8 kcal/mol
* strongest force on any atom: 1.16 eV Å⁻¹
* lowest unoccupied orbital energy: 0.0262 Eh
* charge: 0
* gap between HOMO and LUMO: 10.18 eV
* HOMO level: -9.5 eV

Geometry as XYZ:
```
14
Properties=species:S:1:pos:R:3:lowdin_charge:R:1
H -0.4665 3.0029 1.5385 0.05
N 0.2325 2.5407 0.9645 0.13
C -0.1839 1.4184 0.5117 -0.47
C -1.5368 0.9115 0.7679 -0.14
N -2.6138 0.5885 1.0411 0.17
N 0.6313 0.6217 -0.2285 0.02
C 0.3044 -0.5779 -0.9805 -0.25
C 0.4204 -1.8642 -0.1705 -0.09
H 1.5594 1.0123 -0.3085 0.14
H -0.6996 -0.4790 -1.4042 0.11
H 0.9884 -0.6045 -1.8363 0.12
H -0.3212 -1.8929 0.6323 0.07
H 1.4099 -1.9389 0.2849 0.07
H 0.2759 -2.7386 -0.8123 0.07
```


Record 6
Computed, not measured: C4H7N3 in the gas phase, with ωB97M-V with the def2-TZVPD basis set.

* energy relative to the best compared isomer or geometry (same formula, charge and spin): 94.6 kcal/mol
* strongest force on any atom: 1.05 eV Å⁻¹
* lowest unoccupied orbital energy (alpha / beta): -0.0394 / 0.0055 Eh
* charge: 0
* gap between HOMO and LUMO (alpha / beta): 7.57 / 8.64 eV
* HOMO level (alpha / beta): -8.6 / -8.5 eV

Geometry as XYZ:
```
14
Properties=species:S:1:pos:R:3:lowdin_charge:R:1
C 2.2035 -0.1122 0.3824 -0.11
N 1.4129 0.3174 -0.7529 -0.03
C 0.0382 0.3746 -0.7011 -0.53
N -0.7401 0.8802 -1.5609 0.23
N -2.8070 0.1369 -0.5795 0.09
C -2.0691 -0.3591 0.3592 -0.28
C -0.7002 -0.0362 0.4786 -0.02
H 1.7667 -1.0238 0.8043 0.08
H 3.2122 -0.3569 0.0343 0.08
H 2.2812 0.6440 1.1801 0.08
H 1.8401 0.9642 -1.3988 0.13
H -3.6736 -0.4013 -0.6928 0.06
H -2.4562 -1.0760 1.0966 0.11
H -0.2645 0.1660 1.4572 0.10
```